1.
DFT (ωB97M-V/def2-TZVPD) results for one molecule with the formula C7H12N4O2S.

XYZ file:
```
26
Properties=species:S:1:pos:R:3:forces:R:3
C 0.486 -1.912 -0.506 -2.880 0.369 1.231
C 0.824 -0.604 -0.576 1.127 -0.996 -0.210
C 0.241 0.606 -0.056 -0.676 0.264 0.659
C -0.927 0.821 0.563 -1.882 0.415 -1.519
C 2.133 1.338 -1.150 1.198 -1.189 1.689
C -1.955 -2.629 -0.689 -0.913 0.686 1.496
C 1.463 2.397 1.066 -1.468 0.571 -2.773
N 2.053 -0.175 -1.102 1.612 0.149 -2.077
N -1.906 -0.104 0.875 6.117 -2.732 -2.054
N -0.801 -2.389 0.176 2.946 0.442 -1.851
N 1.121 1.690 -0.225 -0.837 1.418 1.444
O -2.320 -2.232 2.034 -0.420 -0.634 1.329
O -1.436 2.059 0.778 -0.258 2.555 -0.417
S -1.099 -1.611 1.555 -2.000 0.811 -0.367
H 1.037 -2.731 -0.871 0.770 -0.489 -0.517
H 3.144 1.711 -0.653 -1.712 -0.679 -1.894
H 1.833 1.698 -2.145 0.899 0.085 0.020
H -2.761 -3.042 -0.112 -0.103 -0.613 0.762
H -2.380 -1.644 -0.853 0.086 0.173 -1.403
H -1.831 -3.344 -1.472 0.738 0.202 -0.830
H 1.892 1.737 1.763 0.505 -0.932 1.121
H 2.196 3.136 0.729 -0.346 0.342 0.686
H 0.458 2.800 1.401 1.830 -0.059 0.100
H 2.455 -0.645 -1.963 -0.978 0.585 1.719
H -2.641 0.253 1.318 -3.659 1.563 2.571
H -1.278 2.814 0.114 0.306 -2.308 1.087
```
Forces are in eV/Å.

Properties
Total charge ... 0
Relative energy (zero: lowest compared OMol25 entry of this formula, charge and spin) ... 110.70 kcal/mol

Here are the natural (NBO) charges for atoms 1 to 4, given in e: -0.171, 0.158, -0.097, 0.481



2.
DFT (ωB97M-V/def2-TZVPD) results for an isolated ion of composition C7H12NO and charge +1.

XYZ file:
```
21
Properties=species:S:1:pos:R:3:forces:R:3
C -3.566 -0.163 0.373 4.366 1.236 -6.503
C 1.755 -0.043 -0.054 -0.257 1.386 -2.593
C 1.109 1.259 -0.640 -2.005 -4.695 1.165
C 1.077 -1.336 -0.545 -1.207 1.751 0.242
C -0.214 1.363 0.201 0.926 -2.982 -0.490
C -0.261 -1.277 0.208 -0.834 1.280 -1.440
C -0.925 0.073 -0.134 1.296 -0.381 0.999
N -2.312 0.091 -0.126 -5.942 -1.857 1.324
O -1.745 -0.021 -1.356 -0.461 0.584 0.125
H -4.386 -0.257 -0.434 1.268 0.044 1.820
H -3.546 -0.092 1.387 -0.717 0.044 2.826
H 2.745 0.030 -0.383 1.734 -0.505 -0.411
H 1.764 0.087 0.983 0.026 -0.409 1.786
H 1.675 2.057 -0.413 2.150 2.869 0.230
H 1.019 1.000 -1.726 -0.544 1.119 0.824
H 0.798 -1.278 -1.650 1.145 -0.550 1.270
H 1.749 -2.090 -0.173 -0.307 -1.026 -0.615
H -0.180 1.241 1.340 0.716 0.926 -1.510
H -0.730 2.173 -0.152 -1.833 2.156 -0.268
H -1.068 -1.957 0.120 -0.445 -1.461 -1.339
H -0.158 -1.370 1.229 0.926 0.472 2.556
```
Forces are in eV/Å.

Properties
SMILES ... C=[N+]1OC12CCCCC2
Total charge ... +1
Relative energy (zero: lowest compared OMol25 entry of this formula, charge and spin) ... 118.25 kcal/mol

Here are the natural (NBO) charges for atoms 1 to 4, given in e: 0.033, -0.398, -0.378, -0.402



3.
DFT (ωB97M-V/def2-TZVPD) results for an isolated ion of composition C7H12NO and charge +1.

XYZ file:
```
21
Properties=species:S:1:pos:R:3:forces:R:3
C -2.292 -1.436 1.049 -0.187 0.580 -0.055
C -0.973 -1.508 0.579 -0.432 0.190 -0.009
C -2.660 -0.133 0.827 -0.062 -1.298 0.407
C 1.523 -0.740 -1.023 -0.125 -0.045 -0.007
C 1.417 0.817 0.964 -0.010 0.094 0.056
C 0.381 1.489 -1.249 -0.119 0.077 -0.094
C 0.758 0.364 -0.317 -1.060 -0.931 0.104
N -0.640 -0.328 0.112 1.618 0.470 -0.251
O -1.660 0.526 0.272 -0.002 0.775 -0.146
H -2.872 -2.217 1.493 -0.118 -0.148 0.039
H -0.314 -2.355 0.559 0.272 -0.010 -0.057
H -3.570 0.407 1.018 -0.004 0.177 -0.079
H 0.943 -1.162 -1.841 -0.031 -0.006 -0.072
H 2.434 -0.326 -1.446 0.072 0.084 0.039
H 1.812 -1.536 -0.341 0.053 -0.090 0.091
H 0.852 1.608 1.451 -0.052 0.028 0.030
H 1.562 -0.006 1.660 0.019 -0.076 0.028
H 2.397 1.215 0.710 0.087 0.060 -0.015
H -0.263 1.134 -2.051 0.006 0.010 -0.058
H -0.117 2.301 -0.725 -0.039 0.056 0.017
H 1.285 1.887 -1.702 0.113 0.004 0.032
```
Forces are in eV/Å.

Properties
SMILES ... CC(C)(C)[n+]1ccco1
Total charge ... +1
Relative energy (zero: lowest compared OMol25 entry of this formula, charge and spin) ... 27.82 kcal/mol

Here are the natural (NBO) charges for atoms 1 to 4, given in e: -0.324, 0.081, 0.207, -0.646



4.
DFT (ωB97M-V/def2-TZVPD) results for a 2-piece molecular cluster, C7H12NO3P overall.

XYZ file:
```
24
Properties=species:S:1:pos:R:3:forces:R:3
C 2.855 -0.402 0.624 -0.051 0.132 0.620
C 2.794 1.026 0.645 2.167 0.248 0.665
C 1.815 -0.831 -0.109 -0.936 1.604 -0.718
C 1.820 1.499 -0.136 -0.231 -3.765 0.418
C -0.794 -0.307 1.374 -1.412 2.301 0.195
C -2.188 -1.298 -0.513 -1.283 0.820 -2.967
C -1.633 -0.120 0.144 3.080 -1.188 -0.553
N 1.157 0.320 -0.620 0.655 -0.075 0.715
O 1.230 -1.992 -0.363 -1.848 -1.701 -1.313
O 1.477 2.690 -0.497 -1.182 2.463 -1.220
O -0.033 0.193 -1.196 -1.391 0.084 0.739
P -2.288 1.394 -0.444 -1.145 3.129 1.773
H 3.662 -0.793 1.211 -0.223 -1.119 -0.185
H 3.670 1.448 1.142 -0.761 0.873 -0.424
H -0.263 0.653 1.619 -0.710 -0.865 0.152
H -1.582 -0.578 2.098 0.453 0.333 0.484
H -0.073 -1.083 1.389 0.389 -0.918 -0.522
H -3.294 -1.486 -0.302 1.400 0.467 -0.538
H -1.941 -1.102 -1.666 -1.177 -0.608 2.198
H -1.640 -2.134 -0.277 1.062 -2.318 0.814
H 0.383 -1.912 -0.946 2.412 0.525 1.347
H 1.032 2.623 -1.356 -0.048 0.273 0.207
H -3.728 1.226 -0.122 1.085 -0.144 -0.111
H -2.440 0.966 -1.699 -0.306 -0.550 -1.775
```
Forces are in eV/Å.

Properties
Total charge ... 0
Relative energy (zero: lowest compared OMol25 entry of this formula, charge and spin) ... 142.27 kcal/mol

Here are the natural (NBO) charges for atoms 1 to 4, given in e: -0.386, -0.356, 0.416, 0.388



5.
DFT (ωB97M-V/def2-TZVPD) results for an isolated ion of composition C7H12NO4 and charge -1.

XYZ file:
```
24
Properties=species:S:1:pos:R:3:forces:R:3
C -0.271 -2.705 -1.108 -0.871 0.281 0.766
C -1.290 -1.538 -1.359 1.095 -1.454 0.107
O -1.752 -1.423 -2.460 -0.359 0.729 0.196
O -1.604 -0.768 -0.268 1.041 -0.149 -1.403
C -1.826 0.618 -0.604 -0.823 1.855 0.545
C -1.043 1.637 0.337 -0.602 -0.255 0.542
C -0.066 0.966 1.361 -0.457 -0.548 -0.550
C 1.204 0.309 0.714 0.500 1.001 0.256
N 2.261 0.360 1.772 -0.456 -0.414 -0.361
C 1.783 1.178 -0.490 0.802 2.659 0.627
O 1.930 0.706 -1.631 -0.581 -1.183 0.172
O 2.109 2.378 -0.163 -0.864 -1.796 -0.058
H -0.603 -3.250 -0.186 0.427 0.348 -0.720
H 0.765 -2.333 -0.947 -0.803 -0.057 -0.191
H -0.315 -3.381 -1.990 0.041 0.555 0.664
H -2.922 0.810 -0.444 0.913 -0.245 -0.372
H -1.572 0.885 -1.651 -0.144 -0.839 0.614
H -1.824 2.171 0.950 0.653 -0.437 -0.522
H -0.556 2.426 -0.289 -0.068 -0.881 0.570
H 0.211 1.703 2.151 0.110 -0.434 -0.838
H -0.643 0.147 1.879 0.458 0.704 -0.357
H 1.001 -0.728 0.357 -0.019 0.726 0.293
H 1.921 -0.060 2.637 0.266 -0.199 -0.320
H 3.101 -0.108 1.434 -0.263 0.033 0.343
```
Forces are in eV/Å.

Properties
SMILES ... CC(=O)OCCC[C@H](N)C(=O)[O-]
Total charge ... -1
Relative energy (zero: lowest compared OMol25 entry of this formula, charge and spin) ... 18.63 kcal/mol

Here are the natural (NBO) charges for atoms 1 to 4, given in e: -0.722, 0.826, -0.595, -0.536



6.
DFT (ωB97M-V/def2-TZVPD) results for an isolated ion of composition C7H12NS and charge +1.

XYZ file:
```
21
Properties=species:S:1:pos:R:3:forces:R:3
C 1.212 0.644 -1.150 -1.215 1.748 0.039
C 0.007 -0.911 0.183 0.135 -2.040 2.119
C 0.264 1.574 -0.916 3.014 -0.514 -2.563
C 1.136 -0.627 -0.424 2.854 0.855 -1.993
C -1.187 -0.075 0.341 -1.721 1.673 -0.001
C 2.464 -1.444 -0.406 -1.564 -0.734 1.433
C -1.943 -0.034 1.693 3.319 0.758 -0.064
N -0.722 1.392 0.055 -1.839 1.147 0.749
S -2.443 -0.465 -0.963 1.222 0.027 0.261
H 2.007 0.966 -1.845 -0.379 -0.702 0.451
H 0.002 -1.845 0.748 -0.361 0.064 -0.120
H 0.309 2.559 -1.355 -0.154 0.054 -0.070
H 2.139 -2.332 0.226 1.205 0.604 -1.022
H 3.232 -0.881 0.143 -0.395 -0.021 0.161
H 2.987 -1.698 -1.355 -1.133 0.020 0.361
H -2.602 0.792 1.802 -0.725 0.711 -0.320
H -1.175 0.068 2.481 -0.374 -0.094 -0.097
H -2.442 -0.928 1.837 -1.071 -1.781 0.278
H -0.366 2.003 0.784 0.222 -0.797 1.654
H -1.524 1.989 -0.188 -0.420 -0.797 -0.408
H -1.352 -0.747 -1.691 -0.619 -0.179 -0.851
```
Forces are in eV/Å.

Properties
SMILES ... CC1=C[C@](C)(S)[NH2+]C=C1
Total charge ... +1
Relative energy (zero: lowest compared OMol25 entry of this formula, charge and spin) ... 13.64 kcal/mol

Here are the natural (NBO) charges for atoms 1 to 4, given in e: -0.178, -0.277, -0.069, 0.023



7.
DFT (ωB97M-V/def2-TZVPD) results for one molecule with the formula C7H12O.

XYZ file:
```
20
Properties=species:S:1:pos:R:3:forces:R:3
O -2.999 -0.279 -1.316 -0.123 -0.250 1.573
C -3.022 -0.624 0.151 -0.980 0.213 -0.833
C -1.862 -0.075 0.806 2.095 0.374 0.509
C -0.504 -0.475 0.484 -0.756 -0.665 0.041
C 0.134 0.473 -0.691 1.296 0.174 -0.508
C 3.823 0.208 0.387 -0.990 0.873 -0.172
C 2.457 0.050 0.304 1.553 0.128 0.838
C 1.619 0.402 -0.752 -1.148 -0.369 -0.049
H -3.943 -0.212 0.594 0.191 -0.265 -0.205
H -1.915 0.868 1.363 -0.347 -0.291 -0.152
H -3.036 -1.700 0.232 -0.122 -0.448 -0.343
H 0.188 -0.442 1.327 -0.094 0.375 -0.037
H -0.427 -1.457 0.011 -0.283 -0.155 0.292
H -0.203 0.126 -1.675 -0.402 0.339 0.009
H -0.293 1.443 -0.512 0.279 0.284 0.269
H -2.774 0.648 -1.194 -0.007 0.323 -0.818
H 4.204 0.287 1.400 0.461 -0.647 -0.248
H 4.410 0.641 -0.418 -0.036 -0.102 0.056
H 2.099 -0.359 1.247 -0.696 0.403 -0.237
H 2.044 0.476 -1.749 0.107 -0.295 0.017
```
Forces are in eV/Å.

Properties
Total charge ... 0
Relative energy (zero: lowest compared OMol25 entry of this formula, charge and spin) ... 139.07 kcal/mol

Here are the natural (NBO) charges for atoms 1 to 4, given in e: -0.716, -0.158, -0.182, -0.445



8.
DFT (ωB97M-V/def2-TZVPD) results for a 2-piece molecular cluster, C7H12O overall.

XYZ file:
```
20
Properties=species:S:1:pos:R:3:forces:R:3
C -2.488 0.648 -0.365 -2.887 5.921 -0.274
O -3.148 0.258 0.825 0.925 -3.668 -3.061
C -1.238 -0.086 -0.645 3.110 0.740 -2.139
C -0.449 -0.711 0.540 0.586 -1.225 -0.421
C 1.048 -0.734 0.176 -1.231 2.401 2.563
C 1.841 0.363 0.866 0.733 -1.434 0.454
C 3.106 0.858 0.697 0.232 -2.192 -3.484
C 4.155 0.924 -0.197 -1.112 0.790 1.203
H -3.295 0.670 -1.196 1.692 -0.940 0.480
H -2.479 1.836 -0.342 1.234 -1.933 0.284
H -3.109 -0.710 0.107 -1.551 -0.056 3.064
H -1.350 -0.926 -1.342 -0.479 0.083 0.276
H -0.524 0.618 -1.259 -0.924 -0.886 0.917
H -0.571 -0.199 1.489 -0.038 0.895 -0.141
H -0.957 -1.682 0.779 0.765 0.244 -0.667
H 1.646 -1.644 0.045 -0.343 0.351 -1.082
H 1.389 0.292 1.883 0.629 0.515 -0.377
H -2.860 -1.845 -0.866 -0.209 0.354 0.627
H 4.484 0.255 -1.079 -0.471 0.017 2.340
H 4.797 1.815 -0.116 -0.662 0.022 -0.563
```
Forces are in eV/Å.

Properties
Total charge ... 0
Relative energy (zero: lowest compared OMol25 entry of this formula, charge and spin) ... 299.31 kcal/mol

Here are the natural (NBO) charges for atoms 1 to 4, given in e: -0.153, -0.764, -0.449, -0.509



9.
DFT (ωB97M-V/def2-TZVPD) results for one molecule with the formula C7H12O.

XYZ file:
```
20
Properties=species:S:1:pos:R:3:forces:R:3
C -1.070 -1.996 1.542 1.841 0.509 -1.015
C -0.842 -0.490 1.813 -0.757 0.043 1.739
C 0.237 -0.025 0.904 -1.124 0.203 -1.077
C 1.489 -0.158 1.250 1.641 0.015 1.936
C 0.421 1.264 -2.684 1.778 0.617 -0.357
O -0.611 2.168 -2.741 -2.075 0.045 -1.691
C 0.758 0.835 -1.294 -2.606 -0.346 -0.460
C -0.209 0.358 -0.462 1.385 -1.337 -0.015
H -0.213 -2.608 1.926 -0.709 0.538 -0.538
H -1.959 -2.379 1.903 -1.856 -0.632 1.375
H -1.205 -2.147 0.451 0.590 0.019 0.407
H -1.821 0.075 1.690 1.217 -0.521 -0.070
H -0.482 -0.274 2.873 -0.712 -0.578 -1.152
H 1.779 -0.499 2.231 -0.618 -0.255 0.615
H 2.418 0.129 0.825 0.196 0.277 -1.499
H 0.127 0.417 -3.279 -0.126 -0.435 -0.412
H 1.294 1.761 -3.191 -0.276 -0.806 0.476
H -0.676 2.771 -2.029 0.382 0.642 1.317
H 1.793 0.956 -1.054 0.208 0.107 0.827
H -1.228 -0.156 -0.674 1.622 1.896 -0.404
```
Forces are in eV/Å.

Properties
SMILES ... C=C(/C=C/CO)CC
Total charge ... 0
Relative energy (zero: lowest compared OMol25 entry of this formula, charge and spin) ... 54.02 kcal/mol

Here are the natural (NBO) charges for atoms 1 to 4, given in e: -0.594, -0.431, -0.027, -0.400



10.
DFT (ωB97M-V/def2-TZVPD) results for C7H12O as an isolated structure.

XYZ file:
```
20
Properties=species:S:1:pos:R:3:forces:R:3
C 1.068 -1.778 0.681 0.147 -0.105 -0.102
C 1.629 0.622 -1.118 1.409 -2.124 -1.247
C 0.317 -1.370 -0.575 -1.635 0.857 1.455
C 0.945 -0.516 -1.526 -0.053 1.939 0.096
H -0.236 -2.196 -1.020 -0.022 0.080 0.073
H 0.443 -0.465 -2.488 0.208 -0.115 -0.168
H 0.405 -2.325 1.351 0.080 -0.055 -0.035
H 1.924 -2.407 0.418 -0.107 -0.065 0.098
H 0.419 1.146 -0.324 -2.619 -0.153 1.405
H 2.017 1.283 -1.884 -0.442 0.320 -0.079
H 2.361 0.520 -0.319 -0.526 0.198 0.493
H 1.449 -0.918 1.231 -0.040 0.064 -0.077
C -1.387 2.155 0.914 -0.415 -0.081 0.110
O -2.069 -1.164 0.296 -0.216 0.149 0.324
C -1.047 -0.291 0.121 1.677 -2.305 -1.604
C -0.803 0.952 0.269 2.632 1.400 -0.717
H -2.805 -0.689 0.700 -0.086 -0.043 0.016
H -2.463 2.050 1.079 -0.059 0.015 0.047
H -1.239 3.046 0.307 0.028 0.041 -0.054
H -0.930 2.344 1.888 0.038 -0.016 -0.031
```
Forces are in eV/Å.

Properties
Total charge ... 0
Relative energy (zero: lowest compared OMol25 entry of this formula, charge and spin) ... 84.32 kcal/mol

Here are the natural (NBO) charges for atoms 1 to 4, given in e: -0.622, -0.526, -0.256, -0.130



11.
DFT (ωB97M-V/def2-TZVPD) results for one molecule with the formula C7H12O.

XYZ file:
```
20
Properties=species:S:1:pos:R:3:forces:R:3
C 1.104 -1.265 -1.181 0.217 -2.820 1.874
C -0.078 -0.646 -0.462 -1.929 -3.386 3.243
C -0.042 -0.938 1.081 0.217 -3.243 -1.677
C 1.213 0.896 0.383 -0.277 1.821 -3.117
C -0.223 0.770 -0.079 1.175 4.188 -3.566
C -1.312 1.324 0.847 -0.456 -1.814 1.364
C -0.900 0.135 -1.308 -4.994 2.771 -1.040
H 1.822 -1.925 -0.422 -1.845 1.968 -1.847
H 0.504 -2.069 -1.752 1.789 1.408 -0.243
H 1.726 -0.469 -1.617 -0.370 -1.109 -1.070
H -1.042 -0.842 1.715 2.784 0.141 -1.127
H 0.293 -1.988 1.073 0.002 0.264 1.230
H 1.334 1.849 0.897 0.899 0.034 -0.119
H 1.964 0.483 -0.388 -0.635 2.783 0.880
H -1.909 2.079 0.284 0.261 -0.660 0.699
H -1.945 0.400 1.329 0.678 2.702 -1.656
H -0.869 1.745 1.761 -0.043 0.265 -0.332
H -2.057 0.485 -0.905 2.881 -1.940 -2.171
H -0.777 0.119 -2.466 0.155 0.303 2.354
O 1.194 -0.146 1.206 -0.512 -3.675 6.321
```
Forces are in eV/Å.

Properties
SMILES ... C[C@@]12COC[C@@]1(C)C2
Total charge ... 0
Relative energy (zero: lowest compared OMol25 entry of this formula, charge and spin) ... 173.89 kcal/mol

Here are the natural (NBO) charges for atoms 1 to 4, given in e: -0.630, -0.146, -0.084, -0.078



no.,HOMO-LUMO gap (eV),lowest unoccupied orbital energy (eV),energy (eV)
1,7.8239,0.6,-28340.3218
2,9.3358,-5.4,-10979.2972
3,11.2522,-4.0,-10983.2184
4,6.5639,-0.6,-24369.0438
5,7.2688,3.3,-17134.7626
6,9.5322,-3.7,-19770.5481
7,3.8874,-2.1,-9494.7880
8,3.4260,-3.3,-9487.8390
9,9.2952,0.7,-9498.4759
10,9.1745,0.7,-9497.1620
11,8.9825,0.9,-9493.2778